Entry 1:
{"formula": "C8H10O2", "method": "wB97M-V/def2-TZVPD", "largest_force_ev_per_a": 0.89, "energy_ha": -461.3373, "e_above_lowest_kcal_mol": 0.81, "lumo_ev": 0.96, "symbols": ["C", "C", "C", "C", "C", "C", "C", "C", "H", "H", "H", "H", "H", "H", "H", "H", "H", "H", "O", "O"], "coordinates": [[-0.316, -0.531, -1.901], [0.064, 0.751, -2.310], [1.241, 1.310, -1.841], [2.102, 0.558, -1.022], [1.728, -0.735, -0.638], [0.509, -1.290, -1.063], [-1.151, -0.156, 1.870], [-1.786, 0.501, 3.052], [-1.260, -0.926, -2.245], [-0.634, 1.337, -2.903], [1.508, 2.333, -2.125], [3.034, 0.993, -0.682], [2.423, -1.295, -0.010], [0.191, -2.275, -0.739], [-0.104, 0.223, 0.332], [-2.265, -0.244, 3.670], [-1.025, 1.042, 3.610], [-2.540, 1.233, 2.721], [-1.163, -1.347, 1.645], [-0.545, 0.739, 1.042]], "forces_ev_per_angstrom": [[0.45, -0.02, -0.03], [-0.39, -0.16, 0.50], [0.60, 0.04, 0.05], [-0.81, -0.05, -0.36], [0.26, 0.07, -0.18], [0.29, 0.50, -0.34], [0.24, -0.28, -0.75], [-0.27, 0.43, -0.17], [-0.08, -0.12, 0.04], [0.23, -0.08, -0.05], [-0.07, -0.42, 0.14], [-0.06, -0.10, 0.02], [-0.37, 0.01, -0.10], [0.12, 0.16, 0.00], [-0.27, 0.23, 0.31], [-0.01, -0.14, 0.13], [-0.01, 0.03, 0.08], [0.30, -0.20, 0.05], [0.05, 0.62, 0.16], [-0.21, -0.51, 0.50]]}

=====

Entry 2:
{"formula": "C3H30O12", "method": "wB97M-V/def2-TZVPD", "largest_force_ev_per_a": 2.28, "energy_ha": -1034.8888, "e_above_lowest_kcal_mol": 189.40, "lumo_ev": -2.28, "symbols": ["O", "H", "H", "H", "C", "C", "C", "O", "H", "H", "H", "H", "H", "H", "H", "O", "H", "H", "O", "H", "H", "O", "H", "H", "O", "H", "H", "O", "H", "H", "O", "H", "H", "O", "H", "H", "O", "H", "H", "O", "H", "H", "O", "H", "H"], "coordinates": [[-7.995, 16.848, 8.322], [-8.923, 17.025, 8.491], [-7.908, 15.898, 8.218], [-7.740, 17.362, 7.552], [-8.447, 12.314, 3.644], [-7.159, 12.754, 4.348], [-6.716, 14.059, 3.793], [-7.158, 12.758, 5.778], [-9.304, 12.882, 4.004], [-8.589, 11.293, 3.998], [-8.354, 12.395, 2.560], [-6.360, 12.059, 4.085], [-6.319, 13.968, 2.783], [-5.995, 14.523, 4.466], [-7.582, 14.721, 3.801], [-7.044, 8.059, 8.790], [-6.720, 8.789, 8.262], [-7.741, 8.440, 9.324], [-10.637, 10.618, 9.396], [-9.943, 10.997, 8.856], [-10.940, 11.344, 9.941], [-2.879, 8.836, 6.536], [-2.032, 9.213, 6.775], [-3.342, 9.548, 6.094], [-1.674, 16.785, 1.131], [-1.614, 17.643, 1.551], [-0.788, 16.427, 1.187], [-2.845, 13.708, -2.289], [-2.860, 12.907, -1.765], [-2.794, 14.415, -1.645], [-0.589, 18.697, 7.499], [-0.153, 19.513, 7.253], [-1.518, 18.863, 7.338], [-9.829, 14.670, -2.283], [-9.076, 14.894, -2.829], [-9.878, 13.715, -2.321], [-3.507, 13.131, 9.672], [-4.249, 13.093, 9.069], [-2.789, 12.713, 9.197], [-7.267, 5.648, 4.491], [-7.373, 6.236, 5.240], [-6.793, 4.895, 4.843], [-7.188, 19.918, 4.925], [-7.744, 20.605, 4.555], [-6.323, 20.321, 4.994]], "forces_ev_per_angstrom": [[-0.14, 0.73, 1.04], [-1.04, 0.29, 0.37], [0.64, -1.69, -0.71], [0.67, 0.24, -1.21], [0.38, -0.50, 1.15], [0.42, -0.29, 2.23], [0.02, 1.32, 0.09], [-0.79, 0.35, -1.36], [0.01, 0.28, -0.06], [-0.35, -0.22, -0.50], [-0.10, -0.20, -0.04], [0.19, -0.66, -0.42], [0.01, 0.17, -0.13], [0.31, -0.14, -0.15], [-0.16, 0.35, -0.26], [0.07, -0.26, 0.03], [0.13, 0.20, -0.20], [-0.23, 0.06, 0.13], [-0.06, -0.20, 0.10], [0.22, 0.07, -0.31], [-0.11, 0.12, 0.15], [-0.03, -0.20, 0.08], [0.22, 0.04, 0.07], [-0.22, 0.17, -0.16], [-0.18, -0.10, -0.12], [-0.03, 0.21, 0.09], [0.22, -0.14, 0.00], [0.02, 0.01, -0.26], [-0.02, -0.22, 0.11], [0.00, 0.24, 0.17], [0.07, -0.17, 0.07], [0.17, 0.19, -0.05], [-0.23, -0.02, -0.03], [-0.16, 0.17, 0.08], [0.20, 0.09, -0.12], [-0.04, -0.25, 0.04], [0.00, 0.18, 0.27], [-0.23, -0.08, -0.22], [0.18, -0.11, -0.09], [-0.09, -0.02, -0.26], [-0.04, 0.21, 0.21], [0.12, -0.18, 0.07], [-0.08, -0.27, 0.28], [-0.19, 0.14, -0.15], [0.26, 0.07, -0.04]]}

=====

Entry 3:
{"formula": "C5H4BrNO3", "method": "wB97M-V/def2-TZVPD", "largest_force_ev_per_a": 3.51, "energy_ha": -3047.2056, "e_above_lowest_kcal_mol": 41.52, "lumo_ev": [-1.64, -1.64], "symbols": ["C", "C", "C", "C", "C", "N", "O", "O", "O", "Br", "H", "H", "H", "H"], "coordinates": [[1.337, -0.208, -0.907], [1.449, -1.152, 0.090], [0.147, 0.556, -0.971], [0.761, -0.908, 1.336], [-1.078, 0.178, -0.391], [-2.038, 1.266, -0.122], [-3.186, 0.994, 0.200], [-1.601, 2.403, -0.200], [-0.249, -0.269, 1.588], [-1.854, -1.458, -0.290], [2.120, 0.040, -1.627], [2.344, -1.823, 0.335], [0.401, 1.518, -1.315], [1.446, -1.136, 2.273]], "forces_ev_per_angstrom": [[-0.42, -1.79, 0.38], [1.77, -0.62, 0.29], [-1.44, -1.17, 1.05], [0.86, 0.82, 2.67], [2.53, 1.67, -1.77], [-0.97, 1.25, 0.31], [0.97, -0.09, -0.32], [-0.04, -0.45, -0.05], [0.31, -0.76, 0.53], [-0.42, -1.17, -0.39], [-0.07, -0.34, 0.34], [-1.12, 1.20, -1.15], [-0.92, 1.40, -0.25], [-1.03, 0.04, -1.64]]}

=====

Entry 4:
{"formula": "C22H35BF3N8O3", "method": "wB97M-V/def2-TZVPD", "total_charge": 1, "largest_force_ev_per_a": 10.16, "energy_ha": -1846.8901, "lumo_ev": -4.84, "symbols": ["C", "O", "B", "O", "C", "C", "C", "O", "C", "F", "F", "F", "C", "C", "C", "N", "H", "H", "H", "H", "H", "H", "H", "H", "H", "H", "H", "H", "H", "H", "C", "C", "N", "H", "H", "H", "C", "C", "N", "H", "H", "H", "C", "C", "N", "H", "H", "H", "C", "C", "N", "H", "H", "H", "C", "C", "N", "H", "H", "H", "C", "C", "N", "H", "H", "H", "C", "C", "N", "H", "H", "H"], "coordinates": [[5.159, -2.281, -1.566], [5.330, -0.793, -1.481], [4.717, -0.166, -2.706], [5.530, -0.336, -3.956], [3.252, 0.639, -2.672], [2.240, -0.560, -2.198], [0.659, -0.321, -2.556], [0.186, 1.065, -2.408], [0.222, -0.806, -4.076], [-0.813, -1.863, -3.889], [1.347, -1.309, -4.898], [-0.454, 0.365, -4.749], [2.993, 1.434, -4.083], [3.348, 2.965, -3.614], [3.089, 3.046, -1.983], [3.082, 1.704, -1.611], [4.093, -2.621, -1.204], [5.942, -2.804, -0.868], [5.317, -2.700, -2.648], [4.934, -0.891, -4.573], [2.657, -1.561, -2.698], [2.392, -0.700, -1.032], [0.040, -0.975, -1.772], [0.255, 1.322, -1.427], [3.715, 1.221, -5.003], [1.885, 1.397, -4.481], [4.538, 2.974, -3.710], [2.986, 3.859, -4.284], [2.952, 4.006, -1.319], [2.900, 1.521, -0.581], [-1.917, -3.982, -5.923], [-1.906, -5.471, -6.232], [-1.896, -6.705, -6.488], [-1.030, -3.507, -6.350], [-2.810, -3.520, -6.353], [-1.920, -3.826, -4.841], [-2.081, -3.624, -1.041], [-1.304, -2.405, -0.573], [-0.659, -1.393, -0.185], [-1.389, -4.417, -1.338], [-2.719, -3.993, -0.233], [-2.708, -3.360, -1.897], [-3.368, 1.632, -2.246], [-4.062, 2.896, -1.765], [-4.637, 3.944, -1.365], [-3.172, 0.968, -1.399], [-4.002, 1.110, -2.968], [-2.419, 1.887, -2.726], [-3.175, 0.505, 2.779], [-3.640, -0.777, 2.108], [-4.025, -1.840, 1.551], [-2.208, 0.811, 2.370], [-3.903, 1.302, 2.605], [-3.072, 0.346, 3.856], [-1.391, 1.701, 6.474], [-0.950, 1.100, 5.149], [-0.584, 0.602, 4.050], [-1.938, 2.632, 6.297], [-2.043, 1.000, 7.002], [-0.518, 1.913, 7.096], [-2.905, -2.474, 6.413], [-3.284, -1.255, 7.239], [-3.599, -0.244, 7.923], [-3.791, -2.880, 5.919], [-2.169, -2.195, 5.654], [-2.474, -3.243, 7.061], [0.723, 5.475, 7.582], [1.123, 4.078, 8.028], [1.454, 2.919, 8.397], [0.864, 6.183, 8.404], [1.340, 5.787, 6.735], [-0.328, 5.485, 7.281]], "forces_ev_per_angstrom": [[0.19, -1.26, 0.25], [-2.65, -0.04, -3.10], [3.46, -1.27, 0.61], [-4.07, -1.12, 1.79], [-0.56, -0.73, -0.55], [0.32, -0.35, -0.68], [-0.21, -0.80, 0.51], [1.31, -0.89, 1.54], [-1.17, 0.80, 0.08], [3.36, 3.08, -1.26], [-3.97, 1.50, 2.32], [2.35, -4.35, 1.50], [-0.75, 1.51, -0.06], [1.70, 0.31, 0.49], [0.18, -4.32, -2.42], [-0.12, 5.39, 0.55], [2.02, 0.88, -0.61], [-1.46, 1.31, -1.38], [-0.17, 0.98, 1.93], [1.48, 1.44, 0.86], [-1.27, 2.02, 1.06], [-0.48, 0.27, -2.39], [1.51, 1.28, -2.23], [-0.34, -0.96, -2.03], [-1.48, -0.02, 2.41], [2.20, -0.10, 1.08], [-2.28, 0.35, 0.43], [0.35, -1.89, 1.64], [0.30, -2.41, -1.09], [0.57, -0.28, -1.75], [-0.03, -1.28, -0.27], [0.06, -8.21, -1.72], [-0.06, 9.95, 2.09], [-0.12, -0.17, 0.05], [0.13, -0.18, 0.03], [0.00, -0.15, -0.23], [0.65, 0.96, 0.41], [3.91, 6.36, 2.73], [-5.24, -8.11, -2.72], [0.02, 0.22, 0.08], [0.12, 0.25, -0.01], [0.13, 0.12, 0.17], [-0.57, 1.07, 0.37], [-3.83, 6.93, 2.65], [4.67, -8.41, -3.18], [-0.09, 0.15, -0.06], [0.03, 0.17, 0.14], [-0.16, 0.03, 0.08], [-0.69, -1.01, -0.73], [-2.55, -6.94, -3.66], [3.15, 8.41, 4.36], [-0.23, -0.25, 0.10], [-0.04, -0.23, -0.07], [-0.06, -0.09, -0.38], [0.44, -0.47, -1.07], [2.57, -3.15, -6.99], [-2.61, 3.96, 8.86], [0.07, -0.17, -0.12], [0.13, 0.13, -0.20], [0.00, -0.08, -0.20], [-0.33, 0.96, 0.68], [-2.13, 6.53, 4.51], [2.47, -8.12, -5.48], [0.08, 0.16, 0.14], [-0.11, 0.08, 0.15], [-0.09, 0.22, -0.01], [0.35, -1.13, 0.37], [2.20, -7.61, 2.45], [-2.69, 9.26, -3.01], [0.00, -0.22, -0.08], [-0.05, -0.16, 0.16], [0.17, -0.10, 0.09]]}

=====

Entry 5:
{"formula": "H5N4", "method": "wB97M-V/def2-TZVPD", "total_charge": 1, "largest_force_ev_per_a": 7.39, "energy_ha": -221.6212, "e_above_lowest_kcal_mol": 34.56, "lumo_ev": -5.67, "symbols": ["N", "N", "N", "N", "H", "H", "H", "H", "H"], "coordinates": [[0.358, 0.987, -1.058], [1.073, -0.035, 0.802], [-0.945, -0.642, -0.107], [0.156, 0.112, -0.120], [-0.318, 1.138, -1.701], [1.691, 0.723, 0.708], [0.854, -0.238, 1.783], [-1.727, -0.456, -0.613], [-1.142, -1.590, 0.307]], "forces_ev_per_angstrom": [[3.71, -1.82, 6.13], [0.50, -0.92, 1.08], [1.05, -2.92, 2.91], [-2.54, 2.08, -4.45], [-3.24, -0.47, -2.52], [1.37, 0.98, -0.20], [-0.72, -0.23, -0.76], [-1.98, 1.96, -2.40], [1.86, 1.35, 0.22]]}